Entry 1:
ORCA calculation (the ωB97M-V functional and the def2-TZVPD basis) on 2 unconnected molecules or ions with the total composition C4H8OS in a non-equilibrium geometry.

Geometry as XYZ:
```
14
C4H8OS (the ωB97M-V functional and the def2-TZVPD basis)
C -0.97599 -1.08455 0.56950
C -1.90322 -0.25169 -0.23757
C -0.39266 -0.06045 -0.37646
C 0.20738 1.13350 0.14989
O 2.26174 0.36213 0.73914
S 3.00579 -0.40828 -0.34255
H -0.88754 -0.88004 1.62400
H -0.85655 -2.12500 0.31051
H -2.41016 -0.69712 -1.07951
H -2.46037 0.53243 0.24996
H 0.04224 -0.42763 -1.29952
H -0.03438 1.46675 1.14199
H 0.64675 1.85242 -0.52102
H 3.75696 0.58752 -0.92835
```

Output
energy relative to the best compared isomer or geometry (same formula, charge and spin)	94.1	kcal per mole
E_HOMO (spin up / spin down)	-7.181 / -8.203	eV
strongest force on any atom	0.041	hartree/bohr
E	-630.4850	Ha
Kohn-Sham gap (spin up / spin down)	0.24224 / 0.31246	hartree

These are the Mulliken partial charges, in e, on atoms 1 to 5: -0.54 -0.56 0.33 -0.91 -0.41

=====

Entry 2:
ORCA calculation (the ωB97M-V functional and the def2-TZVPD basis) on a single C4H8OS molecule in a non-equilibrium geometry.

Geometry as XYZ:
```
14
C4H8OS (the ωB97M-V functional and the def2-TZVPD basis)
C 3.01390 0.48927 0.04594
C 1.70954 -0.31929 -0.34569
C 0.54104 0.23660 0.36978
S -0.80979 -0.94325 0.03740
C -2.21565 0.13390 -0.00284
O -2.05301 1.29579 -0.17295
H 2.83825 1.53941 -0.06328
H 3.29294 0.23348 1.09548
H 3.79879 0.16726 -0.59372
H 1.90081 -1.40902 -0.22159
H 1.57907 -0.17650 -1.39902
H 0.68671 0.33037 1.44048
H 0.17212 1.19135 -0.00496
H -3.18089 -0.39362 0.12867
```

Output
energy relative to the best compared isomer or geometry (same formula, charge and spin)	10.3	kcal per mole
E_HOMO	-9.426	eV
strongest force on any atom	0.053	hartree/bohr
E	-630.6186	Ha
structure (SMILES)	CCCSC=O
Kohn-Sham gap	0.37844	hartree

These are the Mulliken partial charges, in e, on atoms 1 to 5: -1.21 -0.48 -0.56 -0.14 0.10

=====

Entry 3:
ORCA calculation (the ωB97M-V functional and the def2-TZVPD basis) on a single C4H8OS molecule in a non-equilibrium geometry.

Geometry as XYZ:
```
14
C4H8OS (the ωB97M-V functional and the def2-TZVPD basis)
C 0.66241 2.52470 -0.86198
S 0.20223 0.86645 -1.58737
C 0.81186 -0.07821 -0.27874
C 0.29293 -1.04984 0.45215
C -1.10271 -1.52625 0.32199
O -1.69154 -1.91677 1.58144
H 0.33186 2.40963 0.19213
H 0.12528 3.31963 -1.43829
H 1.73748 2.74534 -0.91246
H 1.88857 0.09458 -0.11086
H 0.90333 -1.48391 1.21683
H -1.66473 -0.76593 -0.07813
H -1.21513 -2.43624 -0.35299
H -1.28184 -2.70320 1.85627
```

Output
energy relative to the best compared isomer or geometry (same formula, charge and spin)	32.8	kcal per mole
E_HOMO	-8.647	eV
strongest force on any atom	0.067	hartree/bohr
E	-630.5826	Ha
structure (SMILES)	CS/C=C\CO
Kohn-Sham gap	0.35036	hartree

These are the Mulliken partial charges, in e, on atoms 1 to 5: -0.77 -0.07 -0.72 0.17 -0.47

=====

Entry 4:
ORCA calculation (the ωB97M-V functional and the def2-TZVPD basis) on a molecular structure, C4H8OS in a non-equilibrium geometry.

Geometry as XYZ:
```
14
C4H8OS (the ωB97M-V functional and the def2-TZVPD basis)
C 0.08154 0.65609 0.27180
C -0.01905 -0.53559 -0.48321
C 0.86927 1.81845 0.04947
C -0.09698 -1.91045 -0.00914
O -2.58342 -0.13666 0.47725
S -1.60794 0.48087 -0.37670
H -0.00524 0.43704 1.32417
H 0.57929 -0.30205 -1.67631
H 0.80091 2.03915 -0.99455
H 1.99979 1.64407 0.45935
H 0.52078 2.74103 0.54450
H -0.55325 -2.01388 1.09004
H 0.85915 -2.61645 -0.06948
H -0.84486 -2.30161 -0.60718
```

Output
energy relative to the best compared isomer or geometry (same formula, charge and spin)	101.6	kcal per mole
E_HOMO (spin up / spin down)	-4.268 / -9.448	eV
multiplicity	3
strongest force on any atom	0.176	hartree/bohr
E	-630.3411	Ha
⟨S²⟩	2.009
Kohn-Sham gap (spin up / spin down)	0.19066 / 0.25386	hartree

These are the Mulliken partial charges, in e, on atoms 1 to 5: 0.20 0.10 -1.29 -1.08 -0.35

=====

Entry 5:
ORCA calculation (the ωB97M-V functional and the def2-TZVPD basis) on a single C4H8OS2 molecule in a non-equilibrium geometry.

Geometry as XYZ:
```
15
C4H8OS2 (the ωB97M-V functional and the def2-TZVPD basis)
C 2.41191 -0.00766 1.15310
S 1.97839 -0.06858 -0.58215
C 0.18604 0.07851 -0.65722
C -0.52833 -1.17431 -0.16290
S -2.16754 -0.54932 0.26088
C -1.66146 1.18923 -0.00180
O -0.27268 1.16540 0.11090
H 1.97750 0.89307 1.59470
H 3.50621 -0.06594 1.13169
H 1.99700 -0.94978 1.66753
H 0.02188 0.30741 -1.71271
H -0.07885 -1.55235 0.72361
H -0.53183 -1.96322 -0.92810
H -2.03558 1.54438 -1.01889
H -2.09751 1.83516 0.80826
```

Output
energy relative to the best compared isomer or geometry (same formula, charge and spin)	17.6	kcal per mole
E_HOMO	-8.775	eV
strongest force on any atom	0.042	hartree/bohr
E	-1028.7950	Ha
structure (SMILES)	CS[C@H]1CSCO1
Kohn-Sham gap	0.35261	hartree

These are the Mulliken partial charges, in e, on atoms 1 to 5: -0.76 -0.07 -0.10 -0.48 -0.20

=====

Entry 6:
ORCA calculation (the ωB97M-V functional and the def2-TZVPD basis) on a single C4H8P2 molecule in a non-equilibrium geometry.

Geometry as XYZ:
```
14
C4H8P2 (the ωB97M-V functional and the def2-TZVPD basis)
C 0.54957 -1.02189 1.20291
C 0.66439 0.12008 0.22437
C 0.56947 -0.13845 -1.20932
C -0.32243 1.16531 0.49888
P -1.98245 1.09746 -0.43214
P -3.60627 1.01805 -1.67865
H -0.52178 -1.54711 1.18919
H 0.66556 -0.67471 2.19011
H 1.21596 -1.81887 1.03312
H 1.62783 0.57819 0.44248
H -0.44664 -0.38866 -1.60502
H 1.25628 -0.74344 -1.61102
H 0.87475 0.76018 -1.73546
H -0.54425 1.59386 1.49055
```

Output
energy relative to the best compared isomer or geometry (same formula, charge and spin)	92.2	kcal per mole
E_HOMO	-7.546	eV
strongest force on any atom	0.097	hartree/bohr
E	-839.7386	Ha
structure (SMILES)	CC(C)C=P#P
Kohn-Sham gap	0.24145	hartree

These are the Mulliken partial charges, in e, on atoms 1 to 5: -1.40 1.03 -1.60 -0.83 0.13

=====

Entry 7:
ORCA calculation (the ωB97M-V functional and the def2-TZVPD basis) on a single C4H8P2 molecule in a non-equilibrium geometry.

Geometry as XYZ:
```
14
C4H8P2 (the ωB97M-V functional and the def2-TZVPD basis)
C 2.20851 -0.28850 0.78803
C 1.84544 -0.12586 -0.63889
P 0.72883 0.70718 0.48205
P -0.95995 -0.66512 0.89494
C -2.33236 0.61855 0.41384
C -1.86619 -0.16998 -0.67602
H 2.17235 -1.32162 1.23220
H 3.13042 0.20312 0.96105
H 2.50809 0.64640 -1.17504
H 1.64503 -0.91873 -1.22987
H -2.07021 1.63686 0.85384
H -3.32589 0.40743 0.86663
H -2.48347 -0.87913 -1.27756
H -1.20060 0.14938 -1.49521
```

Output
energy relative to the best compared isomer or geometry (same formula, charge and spin)	40.8	kcal per mole
E_HOMO	-8.337	eV
strongest force on any atom	0.075	hartree/bohr
E	-839.8205	Ha
structure (SMILES)	C1CP1#P1CC1
Kohn-Sham gap	0.34434	hartree

These are the Mulliken partial charges, in e, on atoms 1 to 5: -0.58 -0.51 -0.11 0.00 -0.53

=====

Entry 8:
ORCA calculation (the ωB97M-V functional and the def2-TZVPD basis) on a molecular structure, C4H8S in a non-equilibrium geometry.

Geometry as XYZ:
```
13
C4H8S (the ωB97M-V functional and the def2-TZVPD basis)
C 0.42586 -0.71965 0.80109
C 0.22034 0.22813 -0.02806
C -1.12552 0.65237 -0.08726
C -0.65436 -0.28721 -1.30748
H 1.03331 -0.21775 1.82526
H 0.98608 -1.66120 0.35766
H -0.65559 -1.26659 0.92497
H 3.11523 1.05541 0.48406
H -1.76985 0.28323 0.59126
H -1.51065 1.53390 -0.59103
H -0.40266 0.24777 -2.09399
H -1.10230 -1.44262 -1.02180
S 1.44011 1.59422 0.14531
```

Output
energy relative to the best compared isomer or geometry (same formula, charge and spin)	141.0	kcal per mole
E_HOMO	-8.935	eV
strongest force on any atom	0.281	hartree/bohr
E	-555.1452	Ha
Kohn-Sham gap	0.32687	hartree

These are the Mulliken partial charges, in e, on atoms 1 to 5: -1.10 0.68 -0.77 -0.50 0.31